1.
2 unconnected molecules or ions with the total composition C2H6OS in a non-equilibrium geometry. Source: the OMol25 dataset; level of theory: ωB97M-V/def2-TZVPD.

```
10
Properties=species:S:1:pos:R:3:forces:R:3
C -1.07409 -0.24780 -0.99784 -1.8 -0.5 -0.4
C -0.71535 -0.11783 0.44695 0.4 0.9 -1.1
O -0.90417 0.95852 0.95998 0.1 -0.9 0.9
H -1.29212 -1.25249 -1.38182 0.8 0.0 0.2
H -2.05083 0.25067 -1.11609 0.5 0.3 -0.1
H -0.31672 0.27747 -1.57375 0.0 -0.1 -0.2
H -0.09903 -0.95314 0.84042 -0.4 0.2 0.7
S 2.58244 0.74565 0.81548 0.9 0.3 0.4
H 2.31222 0.00111 1.90621 -0.2 0.1 -0.3
H 1.55767 0.33786 0.10044 -0.3 -0.2 -0.1
```
Positions in Å, forces in eV/Å.

Output
Structure (SMILES)   CC=O.S
Kohn-Sham gap   10.5 eV

---

2.
C2H6OS2 in the gas phase in a non-equilibrium geometry. Source: the OMol25 dataset; level of theory: ωB97M-V/def2-TZVPD.

```
11
Properties=species:S:1:pos:R:3:forces:R:3
C 0.85437 -1.47773 0.19526 0.1 -0.1 0.0
C -1.13317 -0.24831 0.09442 -1.4 -0.4 0.4
H 0.34824 -2.44596 0.25843 0.1 0.1 0.0
H 1.11829 -1.12395 1.19723 -0.1 0.0 -0.1
H 1.75728 -1.57467 -0.40731 -0.1 0.0 0.1
H -1.31181 -0.80260 1.02223 0.1 0.3 0.0
H 0.57964 1.55928 -0.20974 -0.2 0.1 -0.2
H 0.29828 3.30032 -1.03278 0.4 0.2 0.1
O 0.03176 -0.52144 -0.47652 0.5 -0.3 -0.5
S -2.20519 0.80140 -0.50488 -0.7 -2.0 -0.1
S -0.33769 2.53365 -0.13635 1.4 2.1 0.3
```
Positions in Å, forces in eV/Å.

Output
Kohn-Sham gap   8.1 eV

---

3.
2 unconnected molecules or ions with the total composition C2H6P2 in a non-equilibrium geometry. Source: the OMol25 dataset; level of theory: ωB97M-V/def2-TZVPD.

```
10
Properties=species:S:1:pos:R:3:forces:R:3
C -0.85932 0.38195 0.39108 -1.4 -1.2 1.3
C 0.22633 1.35230 0.72388 -0.3 -0.4 -2.5
P 2.13247 -1.76976 -2.46059 1.5 2.4 -1.5
P -0.99119 -1.17887 1.14383 0.3 2.1 -1.4
H -0.00993 2.39536 0.79844 -0.6 0.5 0.1
H 0.85135 1.26185 -0.18047 0.2 0.4 0.1
H 0.84951 1.05613 1.50878 0.7 -0.6 1.4
H 1.50951 -2.72116 -1.82391 -1.5 -2.3 1.6
H -1.99751 -1.43972 0.20788 -0.6 -0.7 0.1
H -1.71123 0.66192 -0.30892 1.6 -0.1 0.7
```
Positions in Å, forces in eV/Å.

Output
Kohn-Sham gap (spin up / spin down)   7.4 / 7.4 eV

---

4.
C2H6S in the gas phase in a non-equilibrium geometry. Source: the OMol25 dataset; level of theory: ωB97M-V/def2-TZVPD.

```
9
Properties=species:S:1:pos:R:3:forces:R:3
C 0.95579 0.01572 0.66432 0.9 1.3 1.1
C -0.50528 -0.18724 0.16138 -0.2 -1.3 -2.7
S -0.63153 0.46779 -1.66007 0.1 0.0 -0.2
H 1.34317 -0.69652 1.49015 -1.2 0.9 -1.3
H 1.04413 1.09411 1.14927 0.0 -2.1 -1.2
H 1.73627 -0.08634 -0.15575 -1.1 0.3 0.8
H -1.26940 0.53670 0.52074 0.5 -1.5 0.9
H -0.73950 -1.32352 -0.10380 0.0 2.5 1.6
H -1.93366 0.17929 -2.06625 1.1 0.0 0.9
```
Positions in Å, forces in eV/Å.

Output
Structure (SMILES)   CCS
Kohn-Sham gap   9.9 eV

---

5.
A molecular structure, C2H6S in a non-equilibrium geometry. Source: the OMol25 dataset; level of theory: ωB97M-V/def2-TZVPD.

```
9
Properties=species:S:1:pos:R:3:forces:R:3
C -1.51548 0.38074 -0.01470 0.4 2.7 1.8
C 1.43374 0.43750 0.01226 4.5 2.6 -0.5
H -1.77111 1.09778 0.87639 0.7 -1.5 -1.3
H -1.36545 1.00030 -0.86001 -0.4 0.9 -0.9
H -2.38027 -0.22857 -0.19403 0.0 -0.8 0.0
H 1.21734 1.48004 -0.55242 0.8 -2.2 1.6
H 1.99292 0.60755 1.23506 -1.7 -0.3 -4.1
H 2.45040 -0.14650 -0.86521 -3.3 1.7 3.0
S 0.02166 -0.54500 0.02343 -1.0 -3.0 0.5
```
Positions in Å, forces in eV/Å.

Output
Kohn-Sham gap   9.2 eV

---

6.
2 unconnected molecules or ions with the total composition C2H7BNO5P in a non-equilibrium geometry. Source: the OMol25 dataset; level of theory: ωB97M-V/def2-TZVPD.

```
17
Properties=species:S:1:pos:R:3:forces:R:3
B 0.53659 0.32188 -0.27455 -0.2 1.9 -1.4
C 1.61452 1.49463 -0.59433 -0.1 -4.3 -0.3
C 0.71881 -1.20486 -0.21711 0.7 -3.9 -0.9
N 0.49062 -0.50225 1.05868 0.5 0.6 1.5
O -3.29798 1.14064 -0.58489 -0.4 -0.1 0.2
O -2.48027 -1.34346 -0.54186 -0.3 3.0 0.9
O -2.07137 0.24768 1.56207 -0.2 -0.2 -1.0
O 0.20426 -2.36350 -0.38745 1.1 2.3 0.1
O -0.80761 0.79738 -0.65502 -1.2 -1.1 1.2
P -2.25128 0.30820 0.05265 1.0 -1.1 -1.5
H 2.57976 1.33713 -0.23863 1.5 0.0 1.9
H 1.20601 2.39834 -0.47030 -1.3 3.6 0.6
H 1.90869 1.33158 -1.58831 -0.3 0.1 -2.2
H 2.68900 -1.21464 0.05360 -0.9 -0.1 -0.1
H -0.47424 -0.48167 1.32338 -1.1 -0.2 1.0
H 1.11565 -0.43899 1.83284 0.6 -0.1 0.0
H -1.68115 -1.82810 -0.33076 0.7 -0.5 0.0
```
Positions in Å, forces in eV/Å.

Output
Kohn-Sham gap   6.0 eV
Charge   -2

---

Summary of E_tot in hartree
-553.18721; -951.33091; -762.32552; -477.93620; -477.87375; -877.64098
(order as listed above)
Summary of energy relative to the best compared isomer or geometry (same formula, charge and spin) in kcal/mol
10.2; 38.4; 72.9; 25.1; 64.3; 60.2
(order as listed above)